DFT (ωB97M-V/def2-TZVPD) results for a single C18H20N2O4S molecule in a non-equilibrium geometry.

Each line ends with the Löwdin charge.
Geometry (Å):
1 C -2.946 -5.814 -4.158  -0.06
2 C -1.522 -5.621 -4.670  -0.25
3 O -1.188 -4.261 -4.856  -0.06
4 C -0.906 -3.479 -3.776  -0.27
5 C -0.798 -3.912 -2.458  -0.01
6 C -0.484 -3.022 -1.446  0.00
7 C -0.272 -1.678 -1.728  -0.23
8 N 0.054 -0.732 -0.750  0.13
9 C 0.143 -0.891 0.603  -0.42
10 O -0.095 -1.929 1.188  0.07
11 C 0.542 0.348 1.333  -0.13
12 C 0.101 0.481 2.648  0.00
13 C 0.422 1.586 3.418  0.01
14 C 1.220 2.561 2.844  -0.22
15 C 1.693 2.431 1.535  -0.15
16 C 1.362 1.334 0.775  0.03
17 C 2.554 3.616 1.195  -0.08
18 C 2.449 4.501 2.452  -0.14
19 N 1.679 3.731 3.425  -0.17
20 S 0.796 4.543 4.584  0.62
21 C -0.782 4.898 3.760  -0.10
22 O 0.545 3.656 5.674  -0.28
23 O 1.481 5.773 4.826  -0.28
24 C -0.377 -1.243 -3.049  -0.02
25 C -0.689 -2.128 -4.056  0.00
26 H -3.168 -6.875 -4.084  0.08
27 H -3.073 -5.357 -3.180  0.07
28 H -3.650 -5.352 -4.846  0.08
29 H -0.798 -6.112 -4.007  0.12
30 H -1.424 -6.060 -5.668  0.12
31 H -0.951 -4.946 -2.195  0.11
32 H -0.406 -3.370 -0.431  0.10
33 H 0.196 0.201 -1.110  0.13
34 H -0.505 -0.311 3.059  0.12
35 H 0.085 1.687 4.437  0.11
36 H 1.767 1.235 -0.222  0.12
37 H 3.584 3.305 1.015  0.12
38 H 2.198 4.130 0.300  0.12
39 H 1.941 5.449 2.254  0.12
40 H 3.425 4.731 2.883  0.13
41 H -1.208 3.959 3.431  0.06
42 H -0.593 5.564 2.929  0.06
43 H -1.424 5.374 4.489  0.07
44 H -0.213 -0.201 -3.287  0.11
45 H -0.769 -1.798 -5.079  0.12

Its molar mass is 360.43 g/mol. The calculation puts the LUMO energy at 0.43 eV. As for the SMILES: CCOc1ccc(NC(=O)c2ccc3c(c2)CCN3S(C)(=O)=O)cc1. The energy relative to the best compared isomer or geometry (same formula, charge and spin) comes out at 1.3728 eV. Its multiplicity is 1. The HOMO-LUMO gap comes out at 8.33 eV.



DFT (ωB97M-V/def2-TZVPD) results for a single C18H20N2O5 molecule in a non-equilibrium geometry.

Each line ends with the Löwdin charge.
Geometry (Å):
1 C 4.307 3.956 -0.647  -0.06
2 C 3.800 2.537 -0.435  -0.24
3 O 2.411 2.632 -0.163  -0.02
4 C 1.586 1.560 -0.191  -0.17
5 C 0.232 1.892 -0.133  0.06
6 C -0.739 0.906 -0.147  -0.14
7 C -2.131 1.274 -0.073  -0.27
8 N -2.627 2.474 0.019  0.10
9 N -3.958 2.361 0.061  0.11
10 C -4.238 1.092 -0.007  -0.26
11 C -5.525 0.465 0.001  -0.21
12 C -5.856 -0.868 -0.069  0.00
13 C -7.263 -0.919 -0.021  -0.05
14 C -7.679 0.377 0.073  -0.10
15 O -6.639 1.216 0.087  0.08
16 O -3.115 0.337 -0.094  0.15
17 C -0.376 -0.437 -0.248  0.04
18 C 0.962 -0.784 -0.313  -0.18
19 O 1.401 -2.068 -0.437  -0.06
20 C 0.456 -3.117 -0.523  -0.25
21 C 1.230 -4.418 -0.668  -0.06
22 C 1.965 0.209 -0.253  -0.13
23 O 3.302 -0.118 -0.306  -0.07
24 C 3.802 -1.036 0.658  -0.22
25 C 3.514 -0.605 2.092  -0.05
26 H 5.375 3.940 -0.844  0.08
27 H 3.795 4.412 -1.490  0.08
28 H 4.115 4.554 0.239  0.08
29 H 3.972 1.928 -1.329  0.13
30 H 4.324 2.073 0.409  0.12
31 H -0.050 2.929 -0.067  0.13
32 H -5.174 -1.690 -0.144  0.11
33 H -7.878 -1.794 -0.053  0.10
34 H -8.659 0.809 0.134  0.12
35 H -1.150 -1.185 -0.283  0.11
36 H -0.196 -2.964 -1.393  0.13
37 H -0.164 -3.143 0.384  0.13
38 H 1.863 -4.375 -1.550  0.08
39 H 1.859 -4.579 0.204  0.08
40 H 0.538 -5.250 -0.765  0.08
41 H 4.879 -1.044 0.469  0.13
42 H 3.402 -2.038 0.478  0.11
43 H 3.984 -1.300 2.782  0.08
44 H 2.441 -0.597 2.277  0.08
45 H 3.903 0.393 2.278  0.07

Its molar mass is 344.37 g/mol. The calculation puts the LUMO energy at 0.30 eV. As for the SMILES: CCOc1cc(-c2nnc(-c3ccco3)o2)cc(OCC)c1OCC. The energy relative to the best compared isomer or geometry (same formula, charge and spin) comes out at 3.6571 eV. Its multiplicity is 1. The HOMO-LUMO gap comes out at 8.22 eV.



DFT (ωB97M-V/def2-TZVPD) results for a single C18H20N4O2S molecule in a non-equilibrium geometry.

Each line ends with the Löwdin charge.
Geometry (Å):
1 C 1.878 2.376 1.905  -0.08
2 C 1.507 1.251 2.624  -0.07
3 C 0.188 0.836 2.574  -0.02
4 C -0.709 1.555 1.788  -0.27
5 C -2.163 1.152 1.701  -0.15
6 O -2.358 -0.243 1.674  -0.11
7 C -1.802 -0.882 0.536  -0.33
8 C -2.689 -0.775 -0.707  -0.12
9 C -2.062 -1.582 -1.840  -0.17
10 C -1.877 -3.034 -1.394  -0.18
11 N -1.105 -3.187 -0.176  -0.16
12 C 0.331 -3.265 -0.291  -0.09
13 C 1.093 -1.979 -0.351  -0.31
14 N 0.996 -1.002 -1.197  0.19
15 C 1.912 -0.093 -0.741  -0.37
16 C 2.111 1.177 -1.363  -0.48
17 C 3.134 2.065 -1.164  -0.13
18 C 2.982 3.235 -1.928  -0.18
19 C 1.850 3.220 -2.685  -0.40
20 S 0.947 1.778 -2.491  1.06
21 N 2.546 -0.510 0.328  0.15
22 O 2.015 -1.737 0.591  0.05
23 C -1.614 -2.365 0.901  -0.10
24 N -0.347 2.617 1.082  0.12
25 C 0.910 3.019 1.151  -0.15
26 H 2.893 2.739 1.924  0.10
27 H 2.232 0.708 3.212  0.11
28 H -0.157 -0.029 3.119  0.12
29 H -2.687 1.494 2.600  0.14
30 H -2.611 1.646 0.830  0.12
31 H -0.829 -0.425 0.311  0.13
32 H -2.795 0.270 -1.004  0.11
33 H -3.680 -1.166 -0.463  0.12
34 H -2.702 -1.552 -2.723  0.11
35 H -1.093 -1.154 -2.099  0.08
36 H -1.400 -3.618 -2.182  0.12
37 H -2.861 -3.472 -1.191  0.12
38 H 0.714 -3.808 0.581  0.13
39 H 0.566 -3.843 -1.189  0.14
40 H 3.955 1.862 -0.502  0.12
41 H 3.681 4.052 -1.916  0.10
42 H 1.492 3.981 -3.350  0.06
43 H -0.949 -2.451 1.763  0.13
44 H -2.594 -2.758 1.192  0.14
45 H 1.148 3.897 0.563  0.11

Its molar mass is 356.45 g/mol. The calculation puts the LUMO energy at 0.44 eV. As for the SMILES: c1ccc(CO[C@@H]2CCCN(Cc3nc(-c4cccs4)no3)C2)nc1. The energy relative to the best compared isomer or geometry (same formula, charge and spin) comes out at 2.9122 eV. Its multiplicity is 1. The HOMO-LUMO gap comes out at 8.93 eV.



DFT (ωB97M-V/def2-TZVPD) results for a single C18H20N4O4S molecule.

Each line ends with the Löwdin charge.
Geometry (Å):
1 C -3.251 -4.210 0.386  0.00
2 C -1.972 -3.618 -0.163  -0.51
3 O -1.635 -3.712 -1.318  0.08
4 N -1.250 -2.966 0.804  0.12
5 C -0.042 -2.284 0.687  -0.20
6 C 0.455 -1.637 1.821  -0.01
7 C 1.628 -0.919 1.737  -0.07
8 C 2.315 -0.843 0.538  -0.24
9 S 3.738 0.248 0.490  0.68
10 O 3.868 0.864 1.775  -0.28
11 O 4.895 -0.384 -0.073  -0.29
12 N 3.291 1.423 -0.640  -0.04
13 C 1.943 1.767 -0.735  -0.31
14 C 1.323 1.922 -1.975  -0.04
15 C -0.036 2.181 -2.079  0.00
16 C -0.766 2.259 -0.911  -0.15
17 C -0.135 2.135 0.341  -0.13
18 C 1.220 1.909 0.449  0.04
19 N -1.112 2.255 1.300  0.00
20 C -0.927 2.192 2.723  0.00
21 C -2.339 2.438 0.692  -0.46
22 O -3.409 2.555 1.248  0.07
23 N -2.110 2.450 -0.667  -0.01
24 C -3.147 2.622 -1.645  -0.01
25 C 1.867 -1.515 -0.591  -0.22
26 C 2.618 -1.474 -1.882  -0.02
27 C 0.681 -2.233 -0.501  0.05
28 H -3.890 -3.423 0.781  0.09
29 H -3.776 -4.727 -0.412  0.09
30 H -3.028 -4.916 1.183  0.08
31 H -1.655 -2.945 1.730  0.14
32 H -0.083 -1.695 2.756  0.11
33 H 2.035 -0.401 2.591  0.11
34 H 3.773 1.307 -1.517  0.12
35 H 1.918 1.843 -2.873  0.11
36 H -0.502 2.296 -3.045  0.11
37 H 1.724 1.836 1.397  0.11
38 H -0.488 1.234 3.008  0.08
39 H -1.909 2.301 3.182  0.09
40 H -0.274 2.998 3.062  0.10
41 H -3.210 1.749 -2.298  0.10
42 H -4.085 2.741 -1.104  0.09
43 H -2.961 3.512 -2.251  0.10
44 H 2.251 -0.652 -2.497  0.08
45 H 3.680 -1.336 -1.700  0.06
46 H 2.462 -2.397 -2.435  0.09
47 H 0.306 -2.752 -1.367  0.11

Its molar mass is 388.45 g/mol. The calculation puts the LUMO energy at 0.35 eV. As for the SMILES: CC(=O)Nc1ccc(S(=O)(=O)Nc2ccc3c(c2)n(C)c(=O)n3C)c(C)c1. The energy relative to the best compared isomer or geometry (same formula, charge and spin) comes out at 0.1574 eV. Its multiplicity is 1. The HOMO-LUMO gap comes out at 8.22 eV.



DFT (ωB97M-V/def2-TZVPD) results for C18H20N7O2PPd as an isolated structure.

Each line ends with the Löwdin charge.
Geometry (Å):
1 Pd -0.367 0.093 -0.056  0.72
2 N 1.750 -0.739 0.242  0.00
3 N 2.066 -0.769 1.620  0.01
4 C 1.150 -0.434 2.574  -0.36
5 N 1.528 -0.512 3.837  0.24
6 N -0.028 -0.025 2.094  0.05
7 N -0.989 0.461 2.934  -0.41
8 O -0.870 0.367 4.128  0.11
9 O -1.958 0.916 2.354  0.01
10 H 1.737 -1.692 -0.132  0.12
11 H 2.459 -0.203 -0.262  0.12
12 H 2.961 -1.154 1.895  0.17
13 H 2.460 -0.802 4.086  0.14
14 H 0.855 -0.286 4.563  0.12
15 N -2.602 2.057 -0.737  -0.05
16 P -2.521 0.414 -0.433  0.97
17 C -4.133 -0.062 0.160  -0.34
18 C -5.142 -0.037 -0.814  -0.08
19 C -6.441 -0.342 -0.449  -0.04
20 C -6.730 -0.699 0.860  -0.03
21 C -5.727 -0.750 1.815  -0.04
22 C -4.422 -0.430 1.473  -0.06
23 C -2.070 -0.543 -1.871  -0.37
24 C -2.421 -1.905 -1.951  -0.07
25 C -1.978 -2.662 -3.015  -0.04
26 C -1.166 -2.087 -3.991  -0.03
27 C -0.795 -0.754 -3.914  -0.05
28 C -1.239 0.027 -2.857  -0.09
29 C -1.500 2.914 -0.689  -0.36
30 C -1.662 4.297 -0.783  0.02
31 C -0.532 5.085 -0.722  -0.02
32 C 0.717 4.483 -0.574  -0.03
33 C 0.776 3.109 -0.495  -0.12
34 N -0.310 2.327 -0.550  0.01
35 H -3.516 2.492 -0.674  0.13
36 H -4.915 0.213 -1.842  0.12
37 H -7.227 -0.314 -1.190  0.12
38 H -7.746 -0.945 1.134  0.12
39 H -5.960 -1.036 2.830  0.12
40 H -3.650 -0.455 2.219  0.09
41 H -3.056 -2.345 -1.195  0.12
42 H -2.269 -3.698 -3.097  0.12
43 H -0.834 -2.687 -4.827  0.12
44 H -0.179 -0.316 -4.685  0.12
45 H -1.002 1.086 -2.827  0.10
46 H -2.643 4.729 -0.901  0.13
47 H -0.618 6.160 -0.789  0.13
48 H 1.619 5.071 -0.520  0.12
49 H 1.724 2.595 -0.379  0.11

Its molar mass is 503.80 g/mol. As for the charge: +2. The calculation puts the LUMO energy at -7.45 eV. The energy relative to the best compared isomer or geometry (same formula, charge and spin) comes out at 1.4756 eV. Its multiplicity is 1. The HOMO-LUMO gap comes out at 7.28 eV.



DFT (ωB97M-V/def2-TZVPD) results for C18H20NO5RhSSe as an isolated structure.

Each line ends with the Löwdin charge.
Geometry (Å):
1 Rh 0.315 0.471 0.294  0.94
2 C -4.563 -0.587 5.614  -0.07
3 C -3.731 -1.020 4.434  -0.30
4 C -2.488 -0.445 4.189  -0.04
5 C -1.725 -0.806 3.088  -0.04
6 C -2.216 -1.769 2.211  -0.27
7 C -3.457 -2.348 2.436  -0.06
8 C -4.204 -1.976 3.545  -0.06
9 S -1.267 -2.252 0.767  0.54
10 O 0.016 -2.698 1.229  -0.32
11 O -2.124 -3.204 0.088  -0.34
12 N -1.098 -0.931 -0.100  -0.34
13 C -2.355 -0.359 -0.589  -0.20
14 C -2.037 0.983 -1.259  -0.66
15 O -2.675 1.328 -2.241  0.01
16 O -1.094 1.646 -0.666  -0.19
17 H -3.932 -0.284 6.450  0.07
18 H -5.216 -1.393 5.954  0.07
19 H -5.197 0.265 5.355  0.08
20 H -2.101 0.308 4.869  0.11
21 H -0.770 -0.329 2.902  0.07
22 H -3.821 -3.088 1.737  0.10
23 H -5.173 -2.435 3.718  0.10
24 H -3.050 -0.141 0.236  0.12
25 H -2.840 -1.037 -1.288  0.11
26 C 8.706 -0.476 -3.343  -0.09
27 C 7.298 -0.223 -2.866  -0.31
28 C 6.521 -1.238 -2.322  -0.05
29 C 5.221 -1.018 -1.878  -0.32
30 C 4.442 -2.165 -1.301  -0.13
31 C 4.638 0.266 -1.969  -0.61
32 Se 2.845 0.545 -1.371  0.49
33 C 5.428 1.300 -2.518  -0.32
34 C 4.913 2.710 -2.659  -0.11
35 C 6.725 1.038 -2.951  -0.06
36 H 8.983 -1.522 -3.195  0.06
37 H 9.433 0.139 -2.804  0.06
38 H 8.819 -0.251 -4.408  0.06
39 H 6.939 -2.239 -2.239  0.10
40 H 5.040 -3.080 -1.299  0.06
41 H 3.521 -2.328 -1.866  0.06
42 H 4.114 -1.937 -0.285  0.06
43 H 3.890 2.777 -2.296  -0.01
44 H 4.936 3.026 -3.707  0.07
45 H 5.535 3.407 -2.089  0.07
46 H 7.306 1.858 -3.370  0.11
47 O 0.882 0.684 1.920  -0.60

Its molar mass is 544.29 g/mol. As for the charge: -2. The calculation puts the LUMO energy (alpha / beta) at 4.26 / 4.26 eV. The energy relative to the best compared isomer or geometry (same formula, charge and spin) comes out at 0.1026 eV. Its multiplicity is 1. The HOMO-LUMO gap (alpha / beta) comes out at 5.12 / 5.09 eV.